The ion C19H26FN2 with charge +1, computed with ωB97M-V with the def2-TZVPD basis set.

Bonds (Å) are listed after each position.
Positions of all 48 atoms, in Å:
1 C 0.841 2.615 -4.415  C2 1.517, H23 1.088, H24 1.086, H25 1.087
2 C 0.250 2.564 -3.018  C1 1.517, N3 1.492, H26 1.092, H27 1.093
3 N 0.107 1.181 -2.479  C2 1.492, C4 1.495, C6 1.473, H28 1.030
4 C -0.836 0.319 -3.254  N3 1.495, C5 1.520, H29 1.091, H30 1.091
5 C -0.111 -0.590 -4.233  C4 1.520, H31 1.087, H32 1.087, H33 1.085
6 C -0.215 1.273 -1.044  N3 1.473, C7 1.387, C22 1.384
7 C 0.831 1.257 -0.134  C6 1.387, C8 1.381, H34 1.080
8 C 0.562 1.339 1.218  C7 1.381, C9 1.391, H35 1.077
9 C -0.746 1.449 1.678  C8 1.391, C10 1.507, C21 1.388
10 C -0.993 1.475 3.165  C9 1.507, N11 1.453, H36 1.093, H37 1.101
11 N -0.501 0.232 3.733  C10 1.453, C12 1.454, H38 1.012
12 C -1.409 -0.898 3.620  N11 1.454, C13 1.539, H39 1.099, H40 1.093
13 C -0.615 -2.197 3.394  C12 1.539, C14 1.498, H41 1.090, H42 1.089
14 C 0.067 -2.124 2.062  C13 1.498, C15 1.389, C20 1.391
15 C 1.408 -1.780 1.961  C14 1.389, C16 1.384, H43 1.078
16 C 1.999 -1.575 0.727  C15 1.384, C17 1.379, H44 1.078
17 C 1.221 -1.717 -0.402  C16 1.379, F18 1.368, C19 1.381
18 F 1.750 -1.391 -1.622  C17 1.368
19 C -0.101 -2.112 -0.345  C17 1.381, C20 1.382, H45 1.079
20 C -0.670 -2.315 0.898  C14 1.391, C19 1.382, H46 1.080
21 C -1.778 1.495 0.751  C9 1.388, C22 1.386, H47 1.079
22 C -1.521 1.415 -0.608  C6 1.384, C21 1.386, H48 1.079
23 H 1.788 2.084 -4.462  C1 1.088
24 H 0.163 2.211 -5.161  C1 1.086
25 H 1.030 3.654 -4.674  C1 1.087
26 H -0.737 3.030 -2.997  C2 1.092
27 H 0.896 3.111 -2.327  C2 1.093
28 H 1.028 0.724 -2.541  N3 1.030
29 H -1.550 0.960 -3.773  C4 1.091
30 H -1.382 -0.298 -2.538  C4 1.091
31 H 0.601 -1.228 -3.717  C5 1.087
32 H -0.839 -1.233 -4.722  C5 1.087
33 H 0.412 -0.035 -5.005  C5 1.085
34 H 1.852 1.176 -0.477  C7 1.080
35 H 1.368 1.306 1.932  C8 1.077
36 H -0.423 2.300 3.598  C10 1.093
37 H -2.060 1.654 3.369  C10 1.101
38 H -0.211 0.357 4.695  N11 1.012
39 H -2.046 -1.014 4.508  C12 1.099
40 H -2.060 -0.733 2.757  C12 1.093
41 H -1.307 -3.040 3.423  C13 1.090
42 H 0.116 -2.315 4.192  C13 1.089
43 H 1.995 -1.656 2.858  C15 1.078
44 H 3.037 -1.297 0.639  C16 1.078
45 H -0.666 -2.264 -1.251  C19 1.079
46 H -1.704 -2.619 0.963  C20 1.080
47 H -2.799 1.598 1.086  C21 1.079
48 H -2.342 1.459 -1.307  C22 1.079

Its charge is +1. As for the HOMO energy: -11.528 eV. Its molar mass is 301.429 g/mol. The calculation puts the largest force on an atom at 0.97 eV/Å. The calculation puts the LUMO energy at -2.1 eV. Its SMILES is CC[NH+](CC)c1ccc(CNCCc2ccc(F)cc2)cc1.